{
  "formula": "CH2O2",
  "method": "ωB97M-V/def2-TZVPD",
  "lumo_energy_ev": 0.550,
  "de_lowest_kcal_mol": 4.06,
  "smiles": "O=CO",
  "homo_ev": -10.9,
  "species": ["O", "O", "C", "H", "H"],
  "xyz": [[0.74029, 0.10328, -1.36480], [-0.84962, 0.41696, 0.10998], [0.30583, -0.09721, -0.28426], [0.82575, -0.62746, 0.50880], [-1.02226, 0.20443, 1.03029]],
  "forces_ev_per_angstrom": [[0.4, -0.2, -0.8], [-1.0, 0.4, 0.1], [0.4, 0.4, 0.3], [0.3, -0.5, 0.2], [-0.1, -0.1, 0.2]],
  "mulliken_charge": [-0.431, -0.408, 0.270, 0.223, 0.346]
}